This record from the Open Molecules 2025 dataset describes C13H26ClFGaO3 as an isolated structure in a non-equilibrium geometry. The level of theory is ωB97M-V with the def2-TZVPD basis set.

Calculated values
**LUMO**: 2.8 eV
**Frontier orbital gap**: 7.79 eV
**Charge**: -1
**Highest occupied orbital energy**: -5.0 eV
**Calculated total energy**: -87661.2281 eV

Geometry (Å):
1 C 2.43690 -2.52052 0.27009
2 C 2.15904 -3.05028 -1.25932
3 C 2.25497 -1.75518 -2.25992
4 C 0.81691 -1.10536 -2.70036
5 C 0.87271 -0.23642 -4.11556
6 Ga -0.09039 0.08126 -1.27165
7 Cl -1.82209 1.17548 -2.37582
8 C 1.10109 1.57637 -0.48572
9 C 2.61241 1.66858 -1.11401
10 F 3.50437 0.90910 -0.15974
11 O -0.85010 -0.86759 0.19141
12 C -2.30926 -0.68359 0.27744
13 C -3.03371 -1.65942 -0.82370
14 H 3.31246 -1.71031 0.28717
15 H 1.47831 -1.96102 0.64129
16 H 2.63687 -3.39635 1.05339
17 H 1.19855 -3.70776 -1.38887
18 H 3.08560 -3.75037 -1.53626
19 H 2.76226 -2.15128 -3.26521
20 H 3.02035 -1.00696 -1.78811
21 H 0.07047 -2.00820 -2.92358
22 H -0.25533 -0.03224 -4.44811
23 H 1.36196 0.82458 -3.99437
24 H 1.40879 -0.92785 -4.90193
25 H 0.58441 2.63022 -0.70271
26 H 1.14056 1.48930 0.69265
27 H 2.96697 2.79567 -1.02558
28 H 2.70297 1.23627 -2.19853
29 H -2.64972 0.43708 0.24716
30 H -2.62695 -1.09102 1.35284
31 H -4.18828 -1.49631 -0.94408
32 H -2.56015 -1.52475 -1.89386
33 H -2.84358 -2.80176 -0.53701
34 O -3.99201 0.96304 2.94716
35 C -2.94704 1.43316 3.36571
36 O -2.46326 1.23278 4.62666
37 C -1.28382 2.01552 4.80561
38 C -0.76878 2.28228 3.41547
39 C -2.03555 2.34372 2.60005
40 H -1.55262 2.93668 5.33323
41 H -0.56036 1.45959 5.40907
42 H -0.16068 3.18829 3.34817
43 H -0.15580 1.43748 3.07847
44 H -2.46332 3.35005 2.58795
45 H -1.87615 1.97800 1.58307

=====

This record from the Open Molecules 2025 dataset describes C13H26CrN4OS2 as an isolated structure. The level of theory is ωB97M-V with the def2-TZVPD basis set.

Calculated values
**Relative energy (zero: lowest compared OMol25 entry of this formula, charge and spin)**: 1.02 kcal per mole
**LUMO (spin up / spin down)**: -11.6 / -10.2 eV
**Frontier orbital gap (spin up / spin down)**: 7.68 / 9.01 eV
**2S+1**: 4
**Charge**: +3
**Highest occupied orbital energy (spin up / spin down)**: -19.3 / -19.2 eV
**Calculated total energy**: -71978.4445 eV

Geometry (Å):
1 Cr 0.03083 0.50925 0.25496
2 C 1.67349 1.30448 2.61810
3 C 1.21608 -0.11568 2.86510
4 N 0.96712 -0.82136 1.56353
5 C 2.15230 -1.45373 0.89989
6 C 3.05928 -0.45784 0.19546
7 S 2.11358 0.75807 -0.80795
8 C 2.60802 2.38177 -0.10240
9 C 1.53445 2.99657 0.79504
10 N 0.80121 1.94714 1.57423
11 H 2.69861 1.34141 2.25975
12 H 1.64181 1.89178 3.53522
13 H 0.26858 -0.12346 3.40687
14 H 1.93337 -0.67131 3.47037
15 H 0.32773 -1.58923 1.75954
16 H 1.75175 -2.17028 0.18443
17 H 2.73608 -2.01601 1.63130
18 H 3.71889 -0.97897 -0.49709
19 H 3.68890 0.11101 0.87540
20 H 2.81740 3.03466 -0.94831
21 H 3.55638 2.21672 0.40653
22 H 0.79918 3.53369 0.20147
23 H 1.99406 3.71368 1.47750
24 H 0.03239 2.42511 2.04478
25 S -2.54094 3.61364 -1.87913
26 C -3.14125 3.09543 -0.37498
27 C -2.31796 2.16389 0.15828
28 N -1.17854 1.91734 -0.60034
29 C -1.17465 2.66515 -1.69107
30 H -4.07331 3.46941 0.02168
31 H -2.49658 1.64270 1.09113
32 H -0.38952 2.63521 -2.43388
33 C -2.41856 -3.77154 -2.18542
34 N -2.14345 -2.59842 -1.30422
35 C -3.13353 -2.29423 -0.25323
36 C -1.07751 -1.88088 -1.45220
37 C -0.08382 -2.12285 -2.54135
38 O -0.85478 -0.88955 -0.63650
39 H -3.17842 -4.37298 -1.69831
40 H -1.52352 -4.37457 -2.29921
41 H -2.78940 -3.43630 -3.15139
42 H -4.05364 -2.81188 -0.50163
43 H -3.32467 -1.22593 -0.22102
44 H -2.77761 -2.65090 0.71169
45 H -0.51378 -2.61487 -3.40747
46 H 0.72436 -2.75612 -2.16327
47 H 0.33962 -1.16927 -2.85184

=====

This record from the Open Molecules 2025 dataset describes C13H26FN4O2PRuS as an isolated structure. The level of theory is ωB97M-V with the def2-TZVPD basis set.

Calculated values
**Relative energy (zero: lowest compared OMol25 entry of this formula, charge and spin)**: 0.00 kcal per mole
**LUMO (spin up / spin down)**: -2.4 / -3.9 eV
**Frontier orbital gap (spin up / spin down)**: 8.82 / 7.43 eV
**2S+1**: 2
**Charge**: +1
**Highest occupied orbital energy (spin up / spin down)**: -11.3 / -11.3 eV
**Calculated total energy**: -49378.7780 eV

Geometry (Å):
1 Ru 0.26316 -0.65469 -0.71471
2 C -1.25376 -5.29929 -2.53241
3 O -1.26778 -4.39234 -1.41557
4 C -0.66108 -3.23411 -1.47956
5 O -0.73824 -2.47739 -0.50203
6 N 0.00961 -2.90041 -2.60453
7 N 0.70009 -1.67568 -2.62722
8 H -1.86443 -6.13964 -2.22439
9 H -0.23856 -5.64580 -2.72940
10 H -1.69635 -4.83029 -3.41115
11 H 0.17832 -3.56804 -3.33889
12 H 0.44765 -1.15139 -3.45896
13 H 1.70523 -1.82923 -2.55193
14 C 1.10579 -2.26832 2.48143
15 C 1.07941 -0.74236 2.54475
16 P -0.15403 0.02429 1.44369
17 C -1.76072 -0.53121 2.09394
18 C -2.97525 -0.04880 1.30681
19 C -0.05124 1.81288 1.79008
20 C -0.57763 2.24016 3.15939
21 H 1.93016 -2.64716 3.08432
22 H 1.25926 -2.61396 1.46061
23 H 0.18582 -2.70610 2.86910
24 H 2.04779 -0.33732 2.24178
25 H 0.88146 -0.39912 3.56343
26 H -1.80836 -0.19217 3.13207
27 H -1.72474 -1.62214 2.12218
28 H -2.97600 1.03545 1.18284
29 H -3.89150 -0.32634 1.82656
30 H -3.00195 -0.49160 0.31306
31 H -0.58857 2.33842 0.99576
32 H 1.00263 2.08014 1.68220
33 H -1.66139 2.14409 3.21677
34 H -0.33120 3.28541 3.34200
35 H -0.14119 1.65544 3.96959
36 C 0.96290 5.29598 -2.04164
37 C 1.00595 3.84134 -1.70343
38 C 2.14465 3.25785 -1.13309
39 C 2.10003 1.91879 -0.82608
40 N 0.99825 1.21999 -1.09459
41 C -0.06943 1.85017 -1.63020
42 S -1.35172 0.68546 -1.80385
43 N -0.09662 3.13000 -1.94638
44 H 1.94666 5.66935 -2.32039
45 H 0.62577 5.85946 -1.16871
46 H 0.25365 5.47107 -2.84638
47 H 3.03363 3.84063 -0.94277
48 H 2.92458 1.37280 -0.38437
49 F 2.08929 -1.30429 -0.38976

=====

This record from the Open Molecules 2025 dataset describes C13H26I2IrNOP2 as an isolated structure in a non-equilibrium geometry. The level of theory is ωB97M-V with the def2-TZVPD basis set.

Calculated values
**Relative energy (zero: lowest compared OMol25 entry of this formula, charge and spin)**: 41.78 kcal per mole
**LUMO (spin up / spin down)**: -10.7 / -14.5 eV
**Frontier orbital gap (spin up / spin down)**: 7.72 / 3.19 eV
**2S+1**: 6
**Charge**: +3
**Highest occupied orbital energy (spin up / spin down)**: -18.4 / -17.7 eV
**Calculated total energy**: -55024.8526 eV

Geometry (Å):
1 I -0.06671 -2.66618 -2.83991
2 I -0.03735 2.26536 -0.73462
3 Ir 0.00332 -0.00458 0.88054
4 P -2.26661 0.07071 0.02161
5 C -2.67262 -0.02755 -1.77537
6 C -3.03582 -1.39914 0.59173
7 H -4.06654 -1.19479 0.90452
8 H -4.09777 1.36002 0.77301
9 H -2.49890 -1.74492 1.44597
10 H -2.54500 1.98198 1.28520
11 H -2.30193 -1.00329 -2.18439
12 H -2.97103 -2.11713 -0.22981
13 C -3.05973 1.56649 0.45987
14 H -3.75826 -0.01099 -1.79340
15 H -2.97797 2.20618 -0.41978
16 H -2.29725 0.92715 -2.20214
17 P 2.27023 0.06022 0.03184
18 C 2.69084 -0.03292 -1.76362
19 C 3.07707 1.54897 0.47679
20 H 2.49633 -1.76525 1.45000
21 H 4.06640 -1.22845 0.91491
22 H 2.96525 -2.13524 -0.22409
23 C 3.03458 -1.41771 0.59925
24 H 2.56349 1.97044 1.29932
25 H 4.11267 1.34235 0.79368
26 H 3.77728 -0.01679 -1.77857
27 H 2.31458 0.92389 -2.18805
28 H 3.00473 2.19071 -0.40276
29 H 2.32455 -1.00600 -2.16991
30 C 0.00767 -0.49541 -0.82627
31 O 0.01699 -0.52063 -2.03050
32 C -2.56640 0.19981 3.46046
33 C -1.13898 0.17282 3.86060
34 C -0.68433 0.24066 5.15631
35 C 0.68240 0.23322 5.15189
36 C 1.15037 0.16246 3.85208
37 C 2.55397 0.17278 3.51667
38 N -0.02354 0.10633 3.02103
39 H -3.03434 1.10744 3.85318
40 H -3.05241 -0.67294 3.93486
41 H -2.64149 0.15774 2.43440
42 H -1.31375 0.25520 5.99560
43 H 1.31710 0.24285 6.00371
44 H 3.03220 1.07019 3.86713
45 H 3.03146 -0.70102 3.93261
46 H 2.64647 0.13673 2.39902

=====

This record from the Open Molecules 2025 dataset describes C13H26OP2RuS as an isolated structure in a non-equilibrium geometry. The level of theory is ωB97M-V with the def2-TZVPD basis set.

Calculated values
**Relative energy (zero: lowest compared OMol25 entry of this formula, charge and spin)**: 24.45 kcal per mole
**LUMO (spin up / spin down)**: -2.3 / -5.9 eV
**Frontier orbital gap (spin up / spin down)**: 5.19 / 5.97 eV
**2S+1**: 6
**Charge**: +1
**Highest occupied orbital energy (spin up / spin down)**: -7.4 / -11.9 eV
**Calculated total energy**: -47932.6028 eV

Geometry (Å):
1 Ru -0.73398 -0.06307 0.09322
2 H -0.87807 -1.44463 -1.06226
3 H -0.70751 -1.83981 -0.32424
4 P -1.96947 0.56184 -1.76165
5 P -1.32613 -1.43150 1.90827
6 C -0.76518 -0.54518 3.42160
7 H -0.84731 -1.18062 4.31478
8 H 0.27903 -0.23817 3.28534
9 H -1.37134 0.35879 3.55794
10 C -2.97831 -2.03048 2.42270
11 H -3.41598 -2.67306 1.65038
12 H -2.93020 -2.59469 3.36557
13 H -3.65167 -1.17660 2.56161
14 C -0.28645 -2.94560 1.98282
15 H 0.77132 -2.67532 1.86132
16 H -0.41104 -3.47472 2.94067
17 H -0.56236 -3.62114 1.16396
18 C -3.78837 0.57053 -1.98618
19 H -4.07451 1.01066 -2.95411
20 H -4.19278 -0.44712 -1.93181
21 H -4.25641 1.15633 -1.18604
22 C -1.55728 2.33943 -2.04283
23 H -0.46572 2.45068 -2.06557
24 H -1.99112 2.70221 -2.98571
25 H -1.94855 2.92964 -1.20407
26 C -1.36564 -0.18136 -3.33628
27 H -1.61344 -1.25019 -3.35242
28 H -1.83433 0.30493 -4.20676
29 H -0.27423 -0.07998 -3.41048
30 C -1.02517 1.53019 1.00554
31 O -1.37327 2.49236 1.57986
32 H -2.26389 -0.43188 0.32907
33 S 1.62713 0.19576 -1.03454
34 C 3.16202 0.62875 -0.38959
35 C 3.52580 1.99593 -0.22808
36 C 4.86991 2.35821 -0.19833
37 C 5.88369 1.38141 -0.22761
38 C 5.52153 0.02377 -0.21946
39 C 4.18120 -0.35373 -0.24450
40 H 2.75705 2.76819 -0.22029
41 H 5.16722 3.40862 -0.14092
42 H 6.93989 1.66149 -0.29243
43 H 6.29064 -0.74635 -0.18569
44 H 3.88327 -1.40452 -0.25279